Here is a molecular structure, CH2BrN2O3 from the OMol25 dataset. Energies are from ωB97M-V/def2-TZVPD.

- Orbital gap (alpha / beta): 0.2068 / 0.2388 hartree
- Energy: -80217.3187 eV
- Charge: +1
- 2S+1: 3

Last column: natural (NBO) charge in e.
Cartesian coordinates (Å):
C (-3.839786, 1.179608, -0.006930)  0.569
N (-1.833722, -0.302479, 0.071711)  0.002
N (-0.537160, -0.327526, 0.206862)  -0.098
O (-2.481894, -1.347654, 0.153478)  -0.207
O (-3.560035, 2.289627, -0.057662)  -0.268
O (-0.014992, 0.918722, 0.145608)  -0.551
Br (-4.713252, -0.275011, 0.024081)  0.593
H (-0.069208, -1.205014, 0.204163)  0.431
H (-0.469347, 1.774301, 0.294254)  0.528

Atoms 1-3, force components in eV/Å:
0.5 3.3 0.0
-0.8 0.8 -0.9
-1.8 2.4 1.1